(1)
The following is a quantum chemistry calculation of a molecular structure, C11H15FeN2O3 at a distorted geometry, from the OMol25 dataset.

Its HOMO energy (spin up / spin down) is 0.00 / -4.65 eV. As for the spin multiplicity: 5. The calculation puts the total energy at -2026.8673 Ha. The value obtained for the strongest force on any atom is 3.8 eV Å⁻¹. The frontier orbital gap (spin up / spin down) is 3.19 / 7.32 eV. For the LUMO energy (spin up / spin down), the calculation gives 3.2 / 2.7 eV. The net charge is -1.

Geometry (Å):
O (3.594, 0.410, 0.203)
C (3.116, 1.390, 0.626)
Fe (2.038, 2.592, 1.333)
C (3.383, 3.642, 1.853)
O (4.409, 4.138, 2.026)
C (1.874, 1.428, 2.652)
O (1.721, 0.508, 3.361)
C (-1.023, -0.497, -0.312)
C (-1.578, 0.206, 0.859)
C (-1.176, 1.644, 1.335)
C (0.008, 2.437, 0.856)
C (0.581, 2.345, -0.434)
C (0.668, 1.179, -1.218)
C (-0.032, -0.041, -1.157)
H (-1.127, -1.559, -0.196)
H (-2.685, 0.212, 0.750)
H (-1.364, -0.448, 1.727)
H (-2.082, 2.260, 1.189)
H (-1.090, 1.576, 2.429)
H (-0.075, 3.467, 1.262)
H (0.747, 3.309, -0.940)
H (1.388, 1.189, -2.040)
H (0.339, -0.778, -1.887)
C (-0.588, -4.232, -1.667)
N (-1.073, -2.880, -1.827)
N (-2.400, -2.708, -1.287)
H (-0.146, -4.532, -2.618)
H (0.182, -4.242, -0.884)
H (-1.412, -4.910, -1.443)
H (-1.102, -2.522, -2.773)
H (-2.391, -2.823, -0.279)
H (-2.704, -1.760, -1.500)

(2)
The following is a quantum chemistry calculation of a molecular structure, CH10N6P at a distorted geometry, from the OMol25 dataset.

Its HOMO energy (spin up / spin down) is -12.94 / -12.94 eV. The calculation puts the total energy at -713.7084 Ha. The value obtained for the strongest force on any atom is 6.5 eV Å⁻¹. The frontier orbital gap (spin up / spin down) is 8.58 / 8.57 eV. For the LUMO energy (spin up / spin down), the calculation gives -4.4 / -4.4 eV. The net charge is +1.

Geometry (Å):
C (-1.599, 0.038, -0.127)
N (1.089, 1.840, -0.943)
N (-2.839, 0.205, -0.432)
N (-0.928, 0.496, 0.881)
N (0.961, -1.167, 1.577)
N (1.789, -1.278, -0.788)
N (-0.686, -0.799, -0.802)
P (0.682, -0.332, 0.188)
H (1.765, 1.389, -1.406)
H (-3.276, 0.894, 0.112)
H (-3.142, -0.461, -1.050)
H (-1.147, 1.377, 1.276)
H (1.361, 2.356, -0.124)
H (1.844, -1.648, 1.612)
H (0.664, -0.961, 2.561)
H (1.797, -0.870, -1.706)
H (2.789, -1.336, -0.320)
H (-0.827, -1.557, -1.560)